No. 1
90
Properties=species:S:1:pos:R:3 method="wB97M-V/def2-TZVPD" fmax_ha_per_bohr=0.02980 e_tot_ha=-2035.67123 charge=+1
C -3.50 -3.46 -3.38
O -2.32 -4.06 -2.85
C -2.29 -5.45 -3.07
C -1.81 -5.68 -4.47
N -2.43 -6.17 -5.52
N -1.65 -6.18 -6.61
C -0.52 -5.72 -6.23
N -0.60 -5.38 -4.89
O 0.32 -4.89 -4.03
B 1.24 -3.91 -4.55
O 1.26 -2.71 -3.97
O 2.12 -4.20 -5.56
H -4.40 -3.95 -3.02
H -3.50 -3.48 -4.47
H -3.50 -2.42 -3.09
H -1.58 -5.88 -2.37
H -3.28 -5.87 -2.97
H -3.39 -6.49 -5.51
H 0.36 -5.61 -6.83
H 0.39 -2.47 -3.63
H 1.91 -3.63 -6.31
C 0.90 0.84 3.33
O 0.89 -0.32 2.52
C -0.39 -0.73 2.09
C -0.44 -1.00 0.60
O -0.26 0.12 -0.25
C 1.01 0.75 -0.32
C 2.12 -0.06 -0.95
O 2.50 -1.17 -0.15
C 2.62 -2.38 -0.87
H 0.76 0.57 4.38
H 1.87 1.32 3.22
H 0.13 1.56 3.02
H -1.15 0.00 2.36
H -0.62 -1.67 2.61
H -1.46 -1.36 0.38
H 0.23 -1.82 0.32
H 1.31 1.14 0.65
H 0.85 1.62 -0.97
H 3.00 0.58 -1.06
H 1.81 -0.38 -1.95
H 1.87 -2.44 -1.67
H 2.45 -3.20 -0.18
H 3.62 -2.47 -1.30
C 1.87 5.91 -3.36
O 1.43 4.62 -3.75
C 0.50 4.61 -4.82
C 0.88 3.64 -5.92
O 2.06 3.95 -6.66
C 3.33 3.87 -6.03
C 3.79 2.48 -5.62
O 3.01 1.94 -4.57
C 2.60 0.61 -4.74
H 1.19 6.33 -2.61
H 2.85 5.81 -2.91
H 1.95 6.59 -4.21
H 0.37 5.61 -5.25
H -0.46 4.28 -4.41
H 0.08 3.68 -6.66
H 0.91 2.61 -5.55
H 3.39 4.56 -5.19
H 4.04 4.22 -6.78
H 4.83 2.55 -5.27
H 3.77 1.82 -6.50
H 2.37 0.38 -5.79
H 1.69 0.46 -4.16
H 3.37 -0.08 -4.38
C -2.12 3.84 9.68
O -1.64 2.51 9.62
C -2.44 1.57 10.31
C -2.76 0.35 9.47
O -3.59 0.56 8.33
C -3.10 1.30 7.23
C -1.98 0.65 6.44
O -0.77 0.58 7.19
C -0.12 -0.67 7.13
H -1.74 4.35 10.57
H -1.74 4.37 8.80
H -3.21 3.89 9.66
H -3.37 2.02 10.67
H -1.87 1.22 11.18
H -3.34 -0.33 10.11
H -1.86 -0.20 9.19
H -2.83 2.32 7.52
H -3.95 1.39 6.55
H -1.78 1.27 5.55
H -2.30 -0.34 6.10
H -0.83 -1.50 7.09
H 0.48 -0.78 8.03
H 0.56 -0.71 6.26

=====

No. 2
93
Properties=species:S:1:pos:R:3 method="wB97M-V/def2-TZVPD" fmax_ha_per_bohr=0.11924 e_tot_ha=-9961.29401 charge=-1
C -2.69 1.89 3.44
C -3.85 0.82 3.01
Br -3.04 -0.98 3.12
C -4.65 1.20 1.69
Br -6.61 0.75 1.98
Nb -3.95 0.39 -0.31
N -4.39 2.31 -1.20
Cl -6.35 -0.35 -0.70
C -3.55 -0.40 -2.41
C -2.30 0.23 -3.18
F -2.39 1.65 -3.44
C -1.77 1.05 0.01
C -0.79 -0.14 0.48
C 0.58 -0.27 -0.36
S 1.29 -2.01 -0.20
C -0.04 -3.25 -0.52
S -0.88 -3.13 -1.99
N -0.45 -4.32 0.39
C -0.75 -4.33 1.82
C -1.20 -5.79 2.20
N -1.13 -6.62 0.99
C -0.68 -5.71 -0.02
H -2.55 1.72 4.58
H -1.68 1.66 2.96
H -3.04 2.98 3.33
H -4.61 0.87 3.88
H -4.65 2.36 1.61
H -3.65 -1.29 0.29
H -4.59 2.17 -2.22
H -5.25 2.70 -0.76
H -4.48 -0.23 -3.09
H -3.43 -1.55 -2.36
H -1.35 -0.06 -2.57
H -2.20 -0.35 -4.18
H -1.83 1.91 0.78
H -1.32 1.56 -0.94
H -1.40 -1.11 0.54
H -0.48 0.10 1.57
H 0.51 0.10 -1.44
H 1.35 0.42 0.16
H -0.67 -3.43 2.51
H -1.53 -6.16 3.21
H -0.48 -5.89 -1.14
C 4.90 1.48 0.42
S 4.14 2.58 1.64
O 2.66 2.41 1.53
C 4.58 4.12 0.80
H 4.72 0.45 0.72
H 4.46 1.66 -0.56
H 5.97 1.67 0.38
H 4.16 4.12 -0.21
H 5.66 4.21 0.75
H 4.17 4.95 1.37
C 2.39 -6.21 1.54
S 3.54 -4.82 1.56
O 4.81 -5.28 0.91
C 3.82 -4.85 3.35
H 2.10 -6.41 0.50
H 2.86 -7.10 1.96
H 1.50 -5.95 2.12
H 4.21 -5.82 3.65
H 2.88 -4.63 3.86
H 4.55 -4.07 3.59
C -6.27 -3.59 -4.84
S -4.78 -3.09 -3.96
O -4.29 -1.84 -4.61
C -3.75 -4.44 -4.57
H -7.06 -2.86 -4.64
H -6.08 -3.63 -5.91
H -6.60 -4.57 -4.48
H -3.71 -4.43 -5.66
H -4.15 -5.39 -4.22
H -2.74 -4.31 -4.17
C 1.45 5.37 3.57
S 2.60 6.76 3.60
O 3.87 6.31 2.94
C 2.87 6.73 5.38
H 1.17 5.17 2.53
H 1.93 4.48 3.98
H 0.56 5.62 4.14
H 3.26 5.76 5.69
H 1.93 6.94 5.90
H 3.60 7.51 5.63
C 4.93 2.53 -4.76
S 5.45 3.70 -3.49
O 5.95 2.90 -2.33
C 3.79 4.28 -3.08
H 5.81 2.01 -5.15
H 4.24 1.80 -4.34
H 4.45 3.07 -5.58
H 3.17 3.44 -2.76
H 3.35 4.77 -3.95
H 3.87 5.00 -2.27

=====

No. 3
94
Properties=species:S:1:pos:R:3 method="wB97M-V/def2-TZVPD" fmax_ha_per_bohr=0.05535 charge=-2 e_above_lowest_kcal_mol=0.00
C -0.12 0.31 -0.11
O 0.95 0.96 -0.30
O -1.02 0.80 0.64
O -0.14 -0.93 -0.53
C 1.29 1.33 4.15
C 1.36 2.64 3.39
O 1.32 3.68 4.06
N 1.53 2.64 2.07
C 1.69 3.84 1.25
H 2.22 0.76 4.08
H 0.47 0.71 3.79
H 1.17 1.54 5.21
H 1.34 1.84 1.47
H 2.63 3.90 0.71
H 1.66 4.75 1.85
H 0.84 3.81 0.57
C -1.28 -4.13 0.21
C -0.93 -3.75 1.61
O -1.05 -4.60 2.49
N -0.43 -2.53 1.84
C -0.11 -2.01 3.13
H -2.35 -4.34 0.24
H -0.81 -5.09 0.00
H -1.09 -3.39 -0.57
H -0.29 -1.93 1.03
H 0.78 -1.39 3.07
H 0.19 -2.79 3.84
H -0.97 -1.53 3.59
C -0.13 0.67 -4.12
C -0.06 -0.81 -4.51
O 0.07 -1.13 -5.70
N -0.47 -1.67 -3.57
C -0.73 -3.08 -3.87
H -0.50 0.80 -3.10
H -0.66 1.29 -4.84
H 0.88 1.10 -4.11
H -0.32 -1.50 -2.58
H 0.09 -3.59 -4.39
H -1.52 -3.12 -4.63
H -1.02 -3.70 -3.03
O -5.06 -0.99 -1.08
C -3.90 -1.23 -0.68
N -2.85 -1.05 -1.49
C -3.68 -1.49 0.78
H -2.97 -0.72 -2.44
H -1.93 -0.88 -1.07
H -3.74 -2.58 0.90
H -4.51 -1.13 1.38
H -2.71 -1.25 1.22
O 2.85 4.12 -3.48
C 2.56 3.18 -2.75
N 1.44 3.02 -2.05
C 3.50 1.93 -2.67
H 1.19 2.27 -1.41
H 0.70 3.70 -2.17
H 4.53 2.23 -2.52
H 3.37 1.36 -3.59
H 3.23 1.27 -1.85
O -4.40 3.78 -1.04
C -3.40 3.18 -0.64
N -3.39 2.24 0.30
C -2.07 3.71 -1.13
H -4.24 1.76 0.55
H -2.52 1.76 0.52
H -2.29 4.24 -2.05
H -1.38 2.87 -1.20
H -1.68 4.33 -0.32
O 4.00 -2.39 -3.14
C 2.97 -2.29 -2.49
N 2.47 -1.15 -2.03
C 2.11 -3.53 -2.23
H 1.64 -1.08 -1.47
H 2.91 -0.24 -2.17
H 1.13 -3.27 -1.82
H 2.73 -4.07 -1.51
H 2.02 -4.17 -3.10
O -3.91 1.49 4.78
C -2.96 1.38 4.02
N -2.65 0.15 3.51
C -2.20 2.59 3.51
H -3.29 -0.61 3.66
H -1.94 0.16 2.80
H -2.16 2.69 2.43
H -1.14 2.61 3.77
H -2.60 3.50 3.96
O 4.63 -1.03 2.68
C 3.70 -1.07 1.89
N 3.08 0.02 1.36
C 3.26 -2.42 1.36
H 3.54 0.89 1.59
H 2.29 -0.04 0.74
H 2.94 -3.10 2.15
H 3.98 -2.82 0.64
H 2.35 -2.21 0.78